1.
Molecular formula: C5H21NO7
Method: DFT, ωB97M-V with the def2-TZVPD basis set

Output
- total charge = +1
- multiplicity = 2
- LUMO level (spin up / spin down) (eV) = -2.907 / -8.122
- HOMO energy (spin up / spin down) (eV) = -13.2561 / -13.2508
- expectation value of S² = 0.755
- ΔE to the lowest compared entry with this formula, charge and spin (kJ/mol) = 0.0
- orbital gap (spin up / spin down) (eV) = 10.3 / 5.1

Cartesian coordinates (Å):
C -0.86049 0.96128 -0.47216
O -0.36142 0.82143 0.79514
C -0.96702 -0.39921 -1.32838
C -0.20419 -0.30965 -2.65301
C 1.16109 -0.97565 -2.64494
C 2.21822 0.05669 -2.26742
O 2.68961 0.03174 -1.16515
N -2.32484 -0.77112 -1.35772
H -0.21293 1.62838 -1.04973
H -1.79503 1.52609 -0.42174
H -0.71792 0.04522 1.30413
H -0.37001 -1.12736 -0.78305
H -0.27005 0.68151 -3.12406
H -0.76294 -0.76670 -3.47846
H 1.29466 -1.54233 -3.56540
H 1.30321 -1.76381 -1.90098
H 2.27437 0.93456 -2.93046
H -2.95604 -0.05409 -1.71902
H -2.61275 -0.98746 -0.40230
H 0.86590 -2.51431 3.38139
H 0.03520 -1.54123 4.18746
O 0.01801 -2.43260 3.82843
H -2.03278 -0.88273 2.70818
H -1.25682 -2.07440 2.24338
O -1.46640 -1.16092 1.97620
H 0.99166 -1.24208 0.95422
H 1.82592 -0.58704 1.94197
O 1.30180 -1.40654 1.84994
H 1.99808 1.40771 1.07323
H 2.40785 1.65282 2.51425
O 2.59254 1.08340 1.75860
H -1.54811 4.52609 -0.13863
H -0.95679 3.57893 0.89311
O -1.30160 3.60337 -0.00701


2.
Molecular formula: C20H35BCaF4N2O7P2Se3
Method: DFT, ωB97M-V with the def2-TZVPD basis set

Output
- total charge = -2
- LUMO level (eV) = 3.933
- HOMO energy (eV) = -0.2872
- ΔE to the lowest compared entry with this formula, charge and spin (kJ/mol) = 373.0
- orbital gap (eV) = 4.2

Cartesian coordinates (Å):
Ca 9.01102 8.77976 11.84853
C 7.53419 12.99034 12.87968
Se 8.94482 11.87973 12.28764
C 10.12538 12.87341 10.98857
C 9.56253 13.57526 9.78383
Se 8.71655 12.26137 8.57373
C 10.18036 12.29503 7.19428
H 7.52851 12.90711 13.97372
H 6.55902 12.54859 12.49394
H 7.65292 14.05210 12.66654
H 10.73231 11.95080 10.80631
H 10.75908 13.54697 11.64858
H 10.29471 14.07696 9.14391
H 8.75226 14.26086 10.03085
H 10.38375 13.34653 6.90563
H 9.86503 11.66301 6.41244
H 11.08323 11.86382 7.67951
O 10.84087 9.31227 13.62067
P 11.87152 9.45265 12.32136
O 13.17399 10.03426 12.53880
O 10.91138 9.98047 11.31638
O 11.87441 7.77358 11.94441
P 11.16445 6.59048 12.82015
O 11.69614 5.40449 11.98489
O 11.61736 6.76520 14.25848
O 9.67046 6.84524 12.52659
H 11.14839 8.50274 14.22496
H 11.55155 5.37826 11.02940
C 13.65529 5.38809 5.24552
C 14.88289 6.12434 5.80383
C 15.20105 5.76900 7.26334
C 13.98696 5.93714 8.15045
N 14.17192 6.95700 9.14600
C 14.03604 8.31760 8.86768
Se 13.29038 9.04907 7.34784
N 14.52020 9.03301 9.93240
C 14.59243 10.50093 9.99480
C 15.91643 11.07577 9.48233
C 17.18566 10.75881 10.33574
C 18.03776 9.50484 10.01627
C 15.00348 8.15901 10.86624
C 15.49918 8.34524 12.14837
C 15.76921 7.22706 12.93446
C 15.56995 5.93442 12.44952
C 15.20579 5.76020 11.12069
C 14.85512 6.85437 10.37145
H 13.60560 5.37500 4.16158
H 12.77067 5.89044 5.62614
H 13.55887 4.33150 5.56923
H 14.68195 7.22960 5.77080
H 15.76718 5.88248 5.18358
H 16.04410 6.40341 7.52081
H 15.52505 4.71364 7.34510
H 13.59481 5.01823 8.62674
H 13.12515 6.28053 7.55680
H 14.40648 10.84758 11.03540
H 13.84778 10.95009 9.32508
H 15.74960 12.15689 9.48339
H 16.06567 10.79323 8.43268
H 16.90755 10.76986 11.45057
H 17.87415 11.64788 10.28421
H 17.52252 8.55164 9.88047
H 18.79486 9.29769 10.85002
H 18.64852 9.64978 9.08217
H 15.63970 9.32739 12.60118
H 16.04616 7.37636 13.96526
H 15.80225 5.12265 13.09082
H 15.07804 4.72285 10.74742
F 7.76199 7.09783 9.06264
C 8.34422 8.32486 9.17942
F 7.48435 9.27782 8.68693
H 9.21187 8.33190 8.47468
F 6.35093 8.75475 12.00505
B 6.00596 10.10510 11.69988
F 4.62037 10.26998 11.67568


3.
Molecular formula: C9H27BiClIOP2S
Method: DFT, ωB97M-V with the def2-TZVPD basis set

Output
- total charge = +2
- LUMO level (eV) = -7.749
- HOMO energy (eV) = -15.3190
- ΔE to the lowest compared entry with this formula, charge and spin (kJ/mol) = 0.0
- orbital gap (eV) = 7.6

Cartesian coordinates (Å):
C 2.07186 0.29351 -0.43508
I -2.75621 -0.30458 0.59979
H 2.54171 -0.69125 -0.48104
H 2.55342 0.89679 0.33827
H 2.20653 0.80605 -1.38981
Bi 0.00000 0.00000 0.00000
P 0.44478 -0.28398 2.30455
C 0.23907 1.24062 3.28946
C -0.63699 -1.49481 3.13160
H -0.18482 -1.80418 4.07974
H 2.19370 -1.10587 3.78296
H -0.76990 -2.35422 2.47175
H 2.31955 -1.78717 2.13498
H -0.79031 1.58820 3.16105
H -1.61142 -1.03247 3.30460
C 2.12376 -0.88074 2.71418
H 0.43634 1.05151 4.34931
H 2.87196 -0.12867 2.45373
H 0.92070 2.01426 2.92517
P -0.59147 -0.08758 -2.28883
C -1.17227 1.50815 -2.96201
C 0.73161 -0.61631 -3.43562
H -1.80660 -2.15431 -2.07330
H -1.94739 -1.47853 -3.73298
H -2.89258 -0.78292 -2.37136
C -1.94726 -1.24643 -2.66283
H 1.17457 -1.54070 -3.05513
H 0.31588 -0.79231 -4.43283
H -1.45196 1.40917 -4.01546
H -0.38604 2.26180 -2.86376
H 1.51056 0.14725 -3.50086
H -2.04031 1.82513 -2.37628
Cl 0.43619 -2.36798 -0.19124
C -0.81915 4.19884 1.61765
S -1.63315 2.71326 0.94261
C -2.40124 3.60765 -0.45614
O -0.39367 2.14646 0.17227
H -1.60609 4.93343 1.88060
H -0.11235 4.65419 0.89187
H -0.30445 3.94813 2.56388
H -1.64421 3.94334 -1.19860
H -3.16682 2.95855 -0.91555
H -2.94758 4.48778 -0.07303


4.
Molecular formula: C3H4KNaO3
Method: DFT, ωB97M-V with the def2-TZVPD basis set

Output
- LUMO level (spin up / spin down) (eV) = -0.763 / -0.762
- HOMO energy (spin up / spin down) (eV) = -4.5601 / -4.5578
- ΔE to the lowest compared entry with this formula, charge and spin (kJ/mol) = 0.0
- orbital gap (spin up / spin down) (eV) = 3.8 / 3.8

Cartesian coordinates (Å):
O 1.41172 0.57974 -0.75746
C 1.34736 0.73322 -2.16727
C 1.20922 -0.56983 -2.94662
C -1.33041 -1.09316 0.43129
O -1.83841 -0.04399 0.48229
O -0.94656 -2.16315 0.19353
Na 1.69714 -1.88720 -0.23708
K -0.13800 2.17351 0.30969
H 2.24928 1.27540 -2.52818
H 0.50035 1.45444 -2.40715
H 1.56294 -0.43204 -3.98558
H 0.14227 -0.86893 -3.01061


5.
Molecular formula: C2H10NS
Method: DFT, ωB97M-V with the def2-TZVPD basis set

Output
- total charge = +2
- multiplicity = 2
- LUMO level (spin up / spin down) (eV) = -9.305 / -13.543
- HOMO energy (spin up / spin down) (eV) = -21.2334 / -21.1781
- expectation value of S² = 0.753
- ΔE to the lowest compared entry with this formula, charge and spin (kJ/mol) = 172.9
- orbital gap (spin up / spin down) (eV) = 11.9 / 7.6

Cartesian coordinates (Å):
N 1.83318 2.29006 -0.32036
H 2.16043 2.31825 -1.26885
H 1.54636 3.12542 0.28790
H 0.90772 1.72829 -0.25073
H 2.61706 1.81547 0.19122
C -1.60195 -1.95407 0.14242
C -0.42513 -1.05557 -0.31294
S -0.43145 0.55821 0.61665
H -2.55300 -1.46083 0.07265
H -1.55166 -2.16920 1.18807
H -1.52447 -2.81399 -0.59773
H 0.52534 -1.52037 0.01586
H -0.43177 -0.67351 -1.35122
H -1.07066 -0.18817 1.58706


6.
Molecular formula: C4H5BrO2
Method: DFT, ωB97M-V with the def2-TZVPD basis set

Output
- LUMO level (spin up / spin down) (eV) = -0.405 / -0.403
- HOMO energy (spin up / spin down) (eV) = -7.6498 / -7.6517
- ΔE to the lowest compared entry with this formula, charge and spin (kJ/mol) = 480.1
- orbital gap (spin up / spin down) (eV) = 7.2 / 7.2

Cartesian coordinates (Å):
C 1.70840 -0.33757 -0.05679
C -1.40154 2.19377 0.44290
C -0.75479 0.94783 -0.02678
C 0.99296 -1.51963 -0.48758
O 2.55078 0.47312 0.14426
O -1.21341 1.85775 -0.91315
Br -2.07568 -0.51902 0.06243
H -2.45842 2.03533 0.89079
H -0.92369 3.07095 0.88707
H 1.45240 -2.46741 -0.40800
H 0.97443 -1.48375 -1.52915
H -0.09696 -1.51078 -0.29956